# 1
{"formula": "C5H6O", "method": "wB97M-V/def2-TZVPD", "species": ["C", "C", "C", "H", "H", "O", "C", "H", "H", "C", "H", "H"], "coordinates": [[-0.691, 0.716, 0.251], [-0.576, -0.686, 0.740], [1.466, 0.079, -0.504], [1.848, -1.676, 0.660], [-0.417, 1.387, 1.060], [-0.684, -1.550, -0.172], [0.239, 0.772, -0.978], [-0.889, -0.881, 1.802], [-1.758, 0.852, 0.061], [1.213, -0.971, 0.183], [-0.166, 0.176, -1.805], [0.414, 1.783, -1.298]], "forces_ev_per_a": [[-0.09, 0.34, -0.02], [-1.50, -0.30, -0.72], [-1.36, -0.38, 0.66], [-0.70, -1.24, 0.32], [0.24, 0.38, -0.13], [-0.08, -0.84, 1.31], [-0.28, 0.64, -0.19], [0.82, -0.30, -0.60], [-0.03, 0.27, -0.31], [3.12, 0.68, -0.14], [-0.09, 0.31, 0.09], [-0.04, 0.44, -0.25]], "lowdin_charge": [-0.157, -0.332, -0.013, 0.082, 0.118, -0.005, -0.201, 0.153, 0.124, 0.018, 0.121, 0.091], "e_above_lowest_kj_mol": 481.2, "gap_ev": [8.5, 8.5], "e_homo_ev": [-9.062, -9.058], "total_energy_ha": -269.1630, "multiplicity": 1}

# 2
{"formula": "C12H48N24O12", "method": "wB97M-V/def2-TZVPD", "species": ["H", "H", "H", "O", "C", "N", "H", "H", "H", "O", "H", "O", "H", "H", "C", "C", "H", "H", "H", "H", "H", "O", "H", "H", "H", "N", "H", "H", "H", "H", "H", "H", "N", "C", "H", "N", "N", "O", "N", "O", "O", "H", "H", "H", "N", "N", "N", "H", "N", "H", "H", "N", "N", "O", "H", "N", "C", "H", "N", "H", "N", "H", "H", "H", "C", "H", "H", "H", "O", "H", "C", "H", "H", "H", "N", "C", "C", "H", "H", "N", "H", "N", "O", "N", "N", "N", "N", "O", "H", "H", "O", "C", "C", "C", "N", "N"], "coordinates": [[-2.234, -0.221, -1.267], [-3.035, 0.334, -2.778], [-3.895, 1.742, -0.344], [3.279, -1.557, 0.326], [4.457, -1.339, 0.000], [4.766, -0.461, -0.984], [-3.332, 1.835, 2.907], [1.725, 5.865, 0.921], [-1.474, 4.218, -4.356], [-0.982, -3.110, -0.745], [3.629, -3.602, 2.896], [-0.807, 7.675, 0.288], [0.038, 2.131, 2.248], [0.605, -1.807, 2.769], [0.163, 0.224, 0.368], [2.801, 3.807, -0.756], [0.315, 3.499, 3.349], [5.436, -2.700, 1.231], [3.457, -3.721, 0.268], [1.453, -1.333, 0.567], [-5.217, 1.793, 0.740], [-2.136, 3.930, 3.666], [4.823, 3.870, -1.108], [-0.172, -2.840, 3.910], [-5.440, 3.684, 2.332], [-4.421, 2.259, 0.344], [2.057, 0.838, 0.595], [-0.063, 4.622, 0.571], [-6.102, -0.957, -2.329], [0.380, -4.696, -2.238], [3.996, 0.054, -1.373], [-1.986, 1.147, 2.139], [-0.650, 5.404, 0.348], [-0.367, -6.576, 1.566], [2.856, -2.658, -1.690], [-2.581, -3.470, -2.332], [-5.211, -0.512, -2.430], [-0.256, 2.298, -3.346], [2.710, -3.544, -2.143], [-4.264, -1.552, -0.645], [3.197, -5.752, -2.154], [5.723, -0.164, -1.048], [-4.590, 5.070, 1.766], [-5.057, 0.059, -3.242], [-1.677, -6.949, 1.396], [3.584, -4.561, -0.266], [0.628, -2.634, 3.339], [1.445, 7.555, 1.316], [-1.901, 3.900, -3.504], [3.808, -5.438, 0.171], [-0.173, -1.814, 0.357], [2.858, -2.955, 2.886], [0.476, -1.067, 0.585], [0.467, -7.252, 2.139], [-2.030, -7.820, 1.737], [-1.393, 2.924, -1.494], [-4.192, 3.594, 0.569], [2.413, -3.521, -3.100], [-2.346, 1.879, 2.729], [0.802, -4.959, 1.289], [2.568, 3.305, -2.016], [4.304, 4.543, 0.396], [-3.204, -2.812, -1.873], [0.990, 2.134, 0.325], [-1.114, 3.004, -2.814], [-2.161, 3.366, -0.990], [-1.091, -5.325, -2.927], [1.643, 2.990, -2.268], [1.783, -4.304, 4.369], [-2.461, 4.512, -2.934], [1.751, -3.379, 3.590], [-0.934, 2.192, -0.972], [6.363, -1.973, -0.063], [-2.277, -6.297, 0.926], [-0.282, 2.858, 2.864], [-4.167, -0.772, -1.589], [-1.630, 2.945, 3.162], [-1.492, 5.210, -0.156], [2.900, -2.251, 2.160], [-4.846, 4.100, 1.644], [-2.841, -3.811, -3.237], [4.080, 4.208, -0.524], [-0.990, 0.534, 0.033], [-0.606, -4.613, -2.412], [1.107, 1.178, 0.641], [-0.052, -5.385, 0.975], [-3.049, -0.019, -1.836], [1.860, 4.000, 0.009], [-0.703, -4.786, 0.493], [3.344, 2.842, -2.459], [-3.440, 4.267, -0.124], [-1.363, -3.681, -1.760], [3.210, -4.679, -1.570], [-0.177, 6.658, 0.556], [5.501, -2.093, 0.437], [1.115, 6.665, 0.992]], "forces_ev_per_a": [[0.25, 0.24, -0.24], [0.94, 0.34, 0.15], [0.04, 0.22, -0.11], [0.66, 0.40, 0.18], [-0.31, -1.25, -0.31], [0.09, -0.06, 0.43], [0.05, 0.35, -0.01], [-0.33, 0.13, 0.07], [-0.29, 0.28, -0.05], [-0.03, 0.28, 0.08], [-0.07, -0.05, 0.25], [0.14, -0.07, 0.49], [0.47, 0.05, 0.36], [0.11, -0.06, -0.06], [-1.41, -0.20, -0.25], [-1.18, 0.27, -1.24], [0.22, 0.04, -0.30], [-0.04, -0.06, -0.03], [-0.25, -0.05, 0.02], [-0.20, 0.10, 0.01], [0.04, 0.03, 0.12], [0.03, -0.22, 0.65], [0.08, 0.20, 0.00], [0.00, -0.01, -0.01], [0.14, -0.50, -0.18], [-0.02, 0.06, -0.21], [0.03, 0.17, 0.26], [-0.09, 0.01, -0.06], [0.11, -0.21, 0.19], [-0.04, -0.19, 0.37], [0.20, 0.23, -0.10], [0.23, 0.11, -0.03], [0.13, -0.32, 0.21], [0.26, -0.27, -0.13], [-0.20, -0.01, 0.02], [-0.28, 0.43, 0.58], [0.08, 0.20, -0.56], [0.38, 0.28, -0.19], [0.09, 0.92, 0.26], [0.01, 0.01, -0.28], [0.26, 0.24, 0.03], [-0.16, 0.38, -0.39], [-0.22, -0.07, 0.41], [-0.23, 0.06, 0.02], [0.08, 0.49, -0.25], [0.48, -0.21, -0.10], [-0.19, -0.25, 0.28], [0.21, -0.06, -0.12], [0.41, -0.64, 0.03], [-0.07, 0.08, 0.20], [-0.25, 0.38, -0.35], [0.83, -0.22, -0.22], [1.09, -0.20, 0.33], [-0.22, -0.10, 0.17], [0.14, -0.05, 0.06], [0.37, -0.30, 0.32], [-0.70, -1.72, 0.47], [0.22, -0.34, -0.09], [-0.53, -0.84, 0.04], [0.04, -0.07, -0.05], [0.88, -0.30, 0.51], [0.04, -0.08, 0.02], [0.11, -0.33, 0.18], [-0.17, -0.02, -0.19], [-0.64, 0.01, 0.77], [-0.03, 0.26, -0.54], [0.30, -0.07, -0.18], [-0.27, -0.11, 0.02], [0.06, -0.19, 0.01], [0.06, 0.33, -0.27], [-0.30, 0.83, -0.23], [-0.15, -0.25, -0.17], [0.25, -0.38, 0.37], [-0.32, -0.24, 0.10], [-0.89, 0.01, 0.30], [-0.05, 0.25, 0.82], [0.44, 0.60, -0.90], [-0.28, 0.42, 0.17], [-0.50, -0.19, 0.23], [0.47, 1.69, -0.58], [0.25, -0.08, -0.04], [0.03, -0.25, 0.35], [0.28, 0.34, 0.33], [-0.23, 0.12, -0.23], [0.72, -0.66, -0.15], [0.14, 0.20, -0.03], [-1.28, -0.58, -0.18], [0.68, -0.20, 0.54], [0.00, 0.04, 0.16], [-0.17, 0.12, -0.37], [0.09, 0.21, -0.06], [-0.05, -0.45, -0.63], [-0.91, -0.81, -0.37], [-0.56, -0.26, -1.24], [-0.13, 1.07, -0.30], [0.52, 0.57, 0.64]], "lowdin_charge": [0.071, 0.103, 0.069, -0.060, -0.628, 0.182, 0.088, 0.053, 0.099, -0.008, 0.089, 0.005, 0.040, 0.061, -0.613, -0.636, 0.101, 0.109, 0.037, 0.049, 0.100, 0.018, 0.095, 0.106, 0.104, 0.170, 0.090, 0.045, 0.104, 0.076, 0.108, 0.073, 0.172, -0.679, 0.063, 0.179, 0.158, -0.023, 0.162, 0.007, 0.022, 0.108, 0.119, 0.094, 0.146, 0.170, 0.159, 0.095, 0.158, 0.115, 0.074, 0.146, 0.185, 0.024, 0.097, 0.177, -0.647, 0.105, 0.163, 0.080, 0.181, 0.110, 0.060, 0.061, -0.678, 0.043, 0.100, 0.072, 0.048, 0.093, -0.692, 0.051, 0.111, 0.085, 0.161, -0.702, -0.679, 0.054, 0.041, 0.177, 0.101, 0.170, -0.030, 0.172, 0.174, 0.164, 0.171, -0.017, 0.051, 0.089, -0.001, -0.640, -0.685, -0.683, 0.193, 0.142], "e_above_lowest_kj_mol": 124.9, "gap_ev": 8.0, "smiles": "NC(N)=O.NC(N)=O.NC(N)=O.NC(N)=O.NC(N)=O.NC(N)=O.NC(N)=O.NC(N)=O.NC(N)=O.NC(N)=O.NC(N)=O.NC(N)=O", "e_homo_ev": -8.744, "total_energy_ha": -2703.6134, "multiplicity": 1}